DFT (ωB97M-V with the def2-TZVPD basis set) results for a cluster of 2 separate species, C9H15NO3S in total.

The value obtained for the HOMO-LUMO gap is 9.16 eV. The calculation puts the HOMO energy at -8.687 eV. The structure (SMILES) is C=CCS/C(=C\C)C(C)=O.C=[N+]([O-])O. The lowest unoccupied orbital energy is 0.474 eV. The strongest force on any atom is 4.38 eV/Å. The relative energy (zero: lowest compared OMol25 entry of this formula, charge and spin) comes out at 130.7 kcal/mol.

Each line ends with the natural charge from an NBO analysis.
Geometry (Å):
C1 -3.43460 -0.46394 0.54754  -0.38
C2 -2.73154 -0.14707 -0.56986  -0.21
C3 0.17216 -2.01974 0.41901  0.55
C4 0.43034 -2.33911 -1.00462  -0.72
C5 -0.21321 1.45482 2.23155  -0.68
C6 -1.92295 1.08099 -0.75481  -0.53
C7 -0.13164 -0.02272 1.88181  -0.04
C8 2.67685 1.25106 -2.02430  -0.24
C9 0.03638 -0.55111 0.65763  -0.31
N1 3.22051 1.06885 -0.89727  0.36
O1 3.91651 1.87872 -0.32035  -0.49
O2 0.06460 -2.78990 1.31372  -0.53
O3 3.12548 -0.22392 -0.29955  -0.57
S1 -0.08366 0.55436 -0.77680  0.15
H1 -3.76919 -1.48750 0.61453  0.21
H2 -3.34166 0.09576 1.46455  0.19
H3 -2.88075 -0.70885 -1.47410  0.21
H4 0.46108 -3.39958 -1.45524  0.24
H5 1.22202 -1.76972 -1.31620  0.23
H6 -0.45148 -1.89716 -1.54214  0.24
H7 0.11864 1.87758 1.29747  0.24
H8 0.34992 1.59145 3.21837  0.24
H9 -1.26056 1.71636 2.40706  0.22
H10 -2.00001 1.89635 0.02076  0.22
H11 -2.05991 1.69449 -1.70974  0.24
H12 -0.31584 -0.73739 2.75616  0.22
H13 3.96788 -0.31790 0.20093  0.49
H14 2.60225 2.30857 -2.32472  0.23
H15 2.23238 0.40624 -2.56141  0.22

=====

DFT (ωB97M-V with the def2-TZVPD basis set) results for a cluster of 2 separate species, C9H15OP in total.

The value obtained for the HOMO-LUMO gap is 9.94 eV. The calculation puts the HOMO energy at -9.168 eV. The structure (SMILES) is CC#CP(C)(C)=O.C=CC=C. The lowest unoccupied orbital energy is 0.771 eV. The strongest force on any atom is 3.54 eV/Å. The relative energy (zero: lowest compared OMol25 entry of this formula, charge and spin) comes out at 48.3 kcal/mol.

Each line ends with the natural charge from an NBO analysis.
Geometry (Å):
C1 -2.99979 -0.39484 -0.76040  -0.23
C2 -2.08849 0.28132 0.02392  -0.37
C3 -2.57220 -0.72535 -2.13091  -0.21
C4 1.30203 -0.26828 0.45538  -0.51
C5 -2.26074 0.12565 -3.12463  -0.39
C6 1.48232 -0.90542 -0.58092  0.12
C7 1.43639 -1.86775 -1.74065  -0.70
C8 3.03978 0.75770 2.32686  -1.01
C9 0.28749 1.82292 2.12347  -1.00
O1 0.79211 -0.72101 3.04256  -1.08
P1 1.27224 0.30670 2.11331  1.93
H1 -3.86626 -0.84924 -0.29979  0.22
H2 -2.30885 0.35390 1.08863  0.20
H3 -2.53006 -1.77390 -2.51980  0.21
H4 -1.96227 -0.27180 -4.02194  0.18
H5 -2.07022 1.16418 -3.11016  0.19
H6 -1.18565 0.74089 -0.37181  0.21
H7 0.39492 -2.10867 -2.15161  0.25
H8 1.88343 -2.79871 -1.36121  0.25
H9 1.88708 -1.46839 -2.63001  0.24
H10 2.88979 1.86677 2.48768  0.24
H11 3.38049 0.24056 3.27418  0.26
H12 3.73235 0.37645 1.55788  0.26
H13 -0.09528 2.06534 3.11813  0.26
H14 0.75043 2.57965 1.55631  0.24
H15 -0.59102 1.47132 1.63556  0.25

=====

The lowest relative energy (zero: lowest compared OMol25 entry of this formula, charge and spin) belongs to which entry?
C9H15OP

=====

Which of these has the lowest relative energy (zero: lowest compared OMol25 entry of this formula, charge and spin)?
C9H15OP